1.
ORCA calculation (wB97M-V/def2-TZVPD) on one molecule with the formula C5H7FOS at a distorted geometry.

Properties
SMILES string   F[C@@H]1[C@@H]2C[C@H]1SCO2
Relative energy (zero: lowest compared OMol25 entry of this formula, charge and spin)   70.4 kcal per mole
HOMO-LUMO gap   0.35529 hartree
Calculated total energy   -20895.0247 eV
Net charge   0
HOMO   -8.8863 eV

Each line ends with the Löwdin charge.
Positions of all 15 atoms, in Å:
H: 1.9071 1.2632 -0.2590  0.15
H: 0.7617 0.0899 2.2815  0.16
H: -0.8514 1.7913 -0.6993  0.19
H: -1.2901 -1.8646 -1.4181  0.09
O: -1.4360 -0.6181 -0.0862  -0.17
C: 0.7301 -0.3496 1.1953  -0.12
H: -1.5300 0.2020 1.7897  0.17
C: 1.0393 0.4617 -0.0780  -0.44
C: -0.6153 -1.5901 -0.6004  -0.47
F: 0.0448 2.0443 1.4237  -0.06
C: -0.2773 1.3312 0.2308  -0.23
H: 0.9872 -1.3349 1.2701  0.05
H: -0.2922 -2.3647 0.1647  0.12
C: -0.8140 0.0572 0.9084  -0.33
S: 0.6884 -0.6686 -1.5744  0.88

Cartesian forces, eV/Å:
H -1.3 -2.5 0.4
H 1.1 -0.3 -2.4
H 1.1 -0.2 2.5
H 0.7 -1.6 0.1
O -1.4 -1.5 0.4
C -2.6 3.3 2.2
H 1.1 -0.2 -1.0
C 0.4 2.9 -0.8
C -0.7 -0.1 -2.1
F -0.2 1.7 -1.6
C 0.5 -1.6 0.3
H 0.8 -2.5 -0.1
H -0.3 0.8 -1.4
C 0.0 1.5 1.5
S 0.7 0.3 2.0

=====

2.
ORCA calculation (wB97M-V/def2-TZVPD) on a 7-piece molecular cluster, C14H23Cl12F3N2O4 overall at a distorted geometry.

Properties
SMILES string   CCOC(=O)C(F)(F)F.ClC(Cl)Cl.ClC(Cl)Cl.ClC(Cl)Cl.ClC(Cl)Cl.CN(C)C=O.CN(C)C=O
HOMO-LUMO gap   0.34041 hartree
Calculated total energy   -184482.7744 eV
Net charge   0
HOMO   -9.0709 eV

Each line ends with the Löwdin charge.
Positions of all 58 atoms, in Å:
N: -2.4843 -3.1118 -2.8416  -0.20
C: 2.2874 -1.3933 6.2723  -0.06
H: -2.1447 1.1943 -1.0249  0.07
Cl: 0.5673 0.1322 -4.7587  0.54
H: -2.4827 -1.0575 -3.2692  0.08
C: -2.6571 -3.4500 -4.1366  -0.36
H: 3.9042 -1.4423 3.3425  0.09
Cl: 0.9320 2.1935 -6.7513  0.53
H: -2.4271 -2.6221 -4.8312  0.13
H: -2.0804 1.8550 0.5833  0.02
H: -2.5949 -5.0880 -2.2797  0.09
Cl: 1.2862 -3.0103 -3.2083  0.56
H: -3.4960 -4.0240 -1.2260  0.09
C: -0.4818 2.5840 -0.7127  -0.22
C: -1.8778 2.0913 -0.4580  -0.07
H: -1.2565 -1.5549 -2.1122  0.04
C: 3.1388 -1.0058 3.9858  -0.06
H: -2.2409 7.8270 -2.1130  0.01
H: 2.5240 1.2603 -5.2990  0.01
Cl: 1.4177 2.8193 -3.9753  0.55
F: 2.4997 0.8893 1.2146  0.17
Cl: -3.3322 8.0456 -0.0447  0.54
H: 2.8482 -2.9204 -1.4279  0.00
H: 3.5614 -3.4761 3.9796  0.13
C: 0.8094 0.6443 -0.4821  -0.40
F: 2.9658 -0.3119 -0.5279  0.15
F: 1.5988 -1.0690 0.9532  0.13
O: -2.9967 -4.5404 -4.5454  0.01
C: 3.1591 -3.2463 4.9829  -0.34
Cl: -4.2771 6.7463 -2.4566  0.54
H: 3.5461 -0.0556 4.3282  0.09
H: -0.2264 2.6267 -1.7758  0.08
H: -2.9829 -1.4508 -1.6390  0.09
C: -2.2879 -1.7298 -2.4305  -0.07
O: 2.9474 -4.0709 5.8450  0.02
Cl: 0.9504 -3.8162 -0.4541  0.55
C: 2.1077 -3.6173 -1.7940  -1.54
H: -2.5794 2.8461 -0.8182  0.07
O: 0.5642 1.8604 -0.0471  0.02
Cl: -0.5629 4.2507 3.3946  0.54
C: -2.8693 7.1937 -1.5034  -1.55
C: -1.4918 2.7995 3.7245  -1.54
N: 2.9560 -1.9094 5.1151  -0.21
C: 1.9857 0.0486 0.3296  -0.54
H: 2.8071 -0.5035 6.6406  0.09
H: 1.2621 -1.0851 6.0255  0.09
Cl: 2.9322 -5.1305 -2.1453  0.55
Cl: -1.8980 5.7604 -1.1084  0.55
H: 2.2063 -0.8836 3.4346  0.07
Cl: -0.5901 1.3758 3.1978  0.55
H: -1.6551 2.7203 4.7890  0.01
O: 0.2287 0.0572 -1.3429  0.13
C: 1.4878 1.5510 -5.2072  -1.55
H: -1.6941 -4.0444 -1.1753  0.04
H: 2.2417 -2.1266 7.0685  0.08
H: -0.4149 3.6289 -0.4063  0.08
C: -2.5761 -4.1042 -1.8112  -0.06
Cl: -3.0645 2.8500 2.9334  0.56

Cartesian forces, eV/Å:
N -0.2 0.6 0.0
C -0.4 0.7 0.3
H 0.4 0.0 0.0
Cl -0.1 -0.1 0.2
H 0.0 -0.1 0.0
C 0.0 0.1 -0.2
H -0.2 0.0 -0.2
Cl 0.1 0.0 -0.1
H -0.1 0.1 0.1
H 0.1 0.3 0.1
H 0.1 0.1 0.0
Cl 0.0 0.2 -0.2
H 0.1 0.2 0.1
C -0.1 0.8 -0.8
C -0.6 -0.7 -0.5
H -0.2 0.0 0.2
C 0.3 -0.7 0.3
H 0.0 0.1 0.0
H 0.1 0.0 -0.1
Cl 0.0 -0.1 0.1
F 0.0 0.0 0.1
Cl 0.0 0.1 0.1
H 0.0 0.2 -0.3
H 0.1 -0.3 0.1
C -0.2 0.4 0.4
F -0.1 0.2 0.1
F -0.1 0.2 0.2
O 0.1 -0.1 0.0
C 0.1 0.4 0.0
Cl -0.1 0.0 0.0
H -0.2 0.1 0.0
H -0.2 -0.4 0.0
H 0.0 -0.1 0.1
C 0.4 0.0 -0.5
O 0.0 -0.1 -0.2
Cl 0.1 -0.1 -0.1
C -0.2 -0.2 0.5
H 0.0 0.1 0.3
O 0.0 0.3 0.3
Cl 0.0 0.2 0.0
C 0.1 -0.2 -0.1
C 0.0 -0.1 -0.2
N 0.1 -0.1 -0.2
C 0.3 -0.5 -0.7
H 0.0 -0.1 0.0
H 0.1 -0.1 0.0
Cl 0.0 -0.1 0.0
Cl -0.1 0.1 0.0
H 0.1 0.3 0.0
Cl 0.0 -0.2 0.1
H 0.0 0.0 0.1
O 0.3 -0.3 -0.1
C 0.0 0.2 -0.1
H -0.1 0.0 0.2
H 0.1 -0.2 -0.1
H 0.4 -0.3 0.6
C 0.0 -0.7 0.0
Cl -0.1 0.1 0.1

=====

3.
ORCA calculation (wB97M-V/def2-TZVPD) on a 13-piece molecular cluster, C17H23Cl36NO3 overall at a distorted geometry.

Properties
HOMO-LUMO gap   0.36831 hartree
Calculated total energy   -476441.2451 eV
Net charge   0
HOMO   -9.8435 eV

Each line ends with the Löwdin charge.
Positions of all 80 atoms, in Å:
Cl: 2.8338 -0.8410 -2.7146  0.47
Cl: 3.1547 3.6246 -5.1089  0.53
H: -5.5590 -2.8819 -2.3771  0.11
H: 2.2949 3.6153 6.4545  -0.08
H: -1.4606 -1.3575 -3.9269  -0.01
C: 4.6296 9.3909 -3.2675  -1.55
H: -7.9329 -2.7550 -1.8216  0.07
Cl: -4.2174 -8.7343 -0.0890  0.54
Cl: 4.0342 5.1801 -2.8195  0.50
Cl: 3.7423 8.6266 -4.5831  0.52
Cl: 5.4277 -1.6753 -1.6896  0.53
H: -6.3180 -4.4860 -2.2812  0.12
C: -0.0316 -1.2840 1.8994  -1.53
Cl: 1.1077 1.9408 -1.2243  0.53
Cl: 5.9891 5.8773 4.2985  0.52
C: -5.8650 -8.6905 0.5361  -1.56
C: 2.1677 6.9914 7.7818  -1.53
Cl: -6.7811 -10.1022 0.0144  0.53
C: -5.0940 -4.0166 -0.5790  -0.34
C: -4.0987 -2.9077 -0.1475  -0.06
H: -5.7074 -4.2277 0.3115  0.14
H: 5.5896 9.7089 -3.6525  0.01
H: 2.9594 7.6022 8.1955  0.01
N: -7.2148 -2.9047 -1.1209  0.01
C: 4.3560 -1.6563 -3.0891  -1.55
H: -4.6779 -2.1261 0.3631  0.14
H: -1.6558 -8.8389 -1.4045  -0.02
C: 2.4906 2.6182 6.0949  -1.56
Cl: 4.9270 8.2469 -1.9581  0.51
H: 1.0228 5.5465 0.9312  -0.02
Cl: 1.1136 4.2658 2.8887  0.51
H: -1.0494 -3.4276 -0.2954  0.05
Cl: 0.2444 -0.1412 3.2021  0.53
Cl: 3.1523 1.6824 7.4351  0.54
H: -0.5231 3.0859 -2.4574  0.02
O: -4.4135 -5.2385 -0.8801  -0.08
Cl: 0.9672 1.9275 5.5276  0.50
Cl: 2.1834 7.1719 6.0291  0.52
Cl: 0.6406 7.5283 8.4708  0.54
C: -1.1414 -7.9422 -1.7258  -1.55
C: -0.5319 2.5498 -1.5168  -1.52
H: -6.3409 -7.8093 0.1253  0.01
H: 7.8535 4.8338 3.3462  0.01
Cl: 2.5033 5.3115 8.2196  0.57
C: -3.3988 -2.2020 -1.2880  -0.57
C: 6.9208 4.4772 3.7630  -1.55
Cl: 1.9231 7.0263 2.5043  0.52
Cl: 4.8386 2.3807 -3.0897  0.52
Cl: -1.7120 -1.6380 -6.2379  0.54
C: -1.6183 -3.8289 -1.1466  -0.11
Cl: -1.5370 -0.9352 1.0491  0.60
O: -3.7979 -1.1812 -1.7586  0.08
Cl: 3.6399 2.7529 4.7722  0.51
Cl: 0.0739 0.1668 -4.8272  0.51
Cl: 5.1418 -0.9151 -4.4809  0.52
C: 1.7351 5.4428 1.7399  -1.54
H: -7.6323 -3.4784 -0.3924  0.07
O: -2.3177 -2.7782 -1.8328  -0.04
Cl: -2.1036 -7.1914 -3.0076  0.54
Cl: -0.0079 -2.9546 2.4749  0.54
H: 2.7217 3.2373 -2.8487  -0.07
Cl: 6.0542 3.6096 2.4971  0.50
Cl: -5.8687 -8.5421 2.2909  0.53
Cl: -0.9993 -6.8598 -0.3447  0.59
Cl: 7.3027 3.4157 5.1168  0.52
H: -2.2758 -4.6331 -0.8373  0.01
H: -0.9075 -4.2261 -1.8721  0.07
H: 0.7774 -1.1667 1.1888  0.01
C: 3.5875 3.5799 -3.3966  -1.57
Cl: -1.6544 1.2140 -1.6487  0.56
H: 4.1206 -2.6807 -3.3459  0.01
H: -3.3897 -3.3237 0.5794  0.11
C: -6.0536 -3.5853 -1.6956  -0.23
H: -4.4077 -5.3860 -1.8370  0.08
Cl: 0.3722 -2.6922 -4.5162  0.51
Cl: 3.7827 10.8190 -2.6752  0.53
Cl: 3.2660 4.9025 1.0545  0.51
Cl: 0.4421 -8.4118 -2.3331  0.55
C: -0.7777 -1.3742 -4.7675  -1.54
Cl: -1.0119 3.6780 -0.2455  0.55

Cartesian forces, eV/Å:
Cl 0.1 0.0 0.1
Cl 0.0 0.0 0.0
H -0.1 -0.2 0.1
H -0.1 0.0 0.0
H 0.0 0.0 0.1
C 0.0 0.0 0.0
H 0.1 0.1 0.0
Cl 0.0 0.0 0.0
Cl 0.0 -0.1 0.0
Cl 0.0 0.0 0.0
Cl 0.0 0.0 0.0
H 0.0 0.1 0.2
C 0.1 0.0 -0.2
Cl 0.1 0.0 0.1
Cl 0.0 0.0 0.0
C 0.0 0.1 0.0
C 0.0 0.0 -0.1
Cl 0.0 0.0 0.0
C 0.1 0.2 0.1
C -0.4 0.1 0.4
H 0.2 0.0 -0.2
H 0.0 0.0 0.0
H 0.0 0.0 0.0
N 0.0 -0.2 0.1
C -0.1 0.0 0.0
H 0.1 -0.2 -0.2
H 0.0 0.0 0.0
C 0.1 0.0 -0.2
Cl 0.0 0.1 0.1
H 0.0 0.0 0.0
Cl -0.1 0.0 0.0
H -0.3 -0.1 -0.2
Cl 0.0 -0.1 0.0
Cl 0.0 0.0 0.0
H 0.0 0.0 0.0
O -0.2 0.1 -0.3
Cl -0.1 0.1 0.2
Cl 0.0 0.0 0.0
Cl 0.0 0.0 0.0
C 0.0 0.1 0.0
C 0.1 -0.1 0.0
H 0.0 0.0 0.0
H 0.0 0.0 0.0
Cl 0.0 0.1 0.2
C 0.2 -0.9 0.5
C 0.0 0.1 0.0
Cl 0.0 0.0 0.0
Cl 0.2 0.1 0.0
Cl 0.0 0.0 0.0
C 0.4 0.0 -0.1
Cl 0.0 0.1 0.1
O -0.3 0.9 -0.4
Cl 0.1 -0.1 0.0
Cl 0.0 0.1 0.0
Cl 0.0 0.0 0.0
C 0.0 0.0 0.0
H 0.0 0.0 -0.1
O 0.4 -0.1 -0.1
Cl 0.0 0.0 0.0
Cl 0.0 0.0 0.0
H -0.1 0.2 0.0
Cl 0.1 -0.1 0.0
Cl 0.0 0.0 0.0
Cl 0.1 -0.3 0.1
Cl 0.0 0.0 0.0
H -0.1 0.2 0.0
H -0.1 0.1 0.0
H 0.0 0.0 0.0
C -0.1 -0.2 0.0
Cl -0.2 0.0 -0.1
H 0.0 0.0 0.0
H -0.2 0.1 -0.2
C 0.0 0.0 -0.1
H 0.0 0.1 0.2
Cl -0.1 -0.1 0.0
Cl 0.0 0.0 0.0
Cl -0.1 0.0 -0.1
Cl 0.0 0.0 0.0
C 0.0 0.0 0.1
Cl 0.0 0.0 0.0

=====

> Which of these has the highest HOMO-LUMO gap?

C17H23Cl36NO3